Formula: C12H17N2O
Source: the OMol25 dataset
Level of theory: ωB97M-V/def2-TZVPD

Positions of all 32 atoms, in Å:
C  3.8089  -0.3995  0.2211
C  3.2799  -1.6738  0.1643
C  3.0452  0.7384  0.0962
C  1.9855  -1.8031  -0.1967
C  1.6632  0.6076  -0.1465
C  1.1612  -0.7224  -0.2516
C  0.7297  1.7247  -0.2670
C  -1.2169  0.0999  -0.6132
C  -1.5100  -0.0357  -2.0625
C  -2.8981  -1.4371  0.3117
C  -1.5080  -0.0351  1.8738
C  -2.2455  -0.0947  0.4746
N  -0.5679  1.3848  -0.4371
N  1.0391  2.9649  0.0015
O  -0.1501  -0.9827  -0.2744
H  4.8776  -0.2480  0.5414
H  3.8703  -2.5780  0.2899
H  3.4622  1.7352  0.2228
H  1.4886  -2.7843  -0.2876
H  -1.8290  -1.0220  -2.4465
H  -0.6137  0.1575  -2.5803
H  -2.4355  0.4567  -2.2866
H  -3.7742  -1.4087  0.8994
H  -2.1934  -2.1389  0.6006
H  -3.3850  -1.7014  -0.7520
H  -0.9039  -0.9268  2.0667
H  -2.3362  -0.1579  2.6530
H  -0.8688  0.7699  2.1982
H  -3.0359  0.6370  0.3728
H  -1.3361  2.1553  -0.4295
H  2.0560  3.0888  0.2841
H  0.3411  3.6293  -0.2409

As for the net charge: +1. The value obtained for the lowest unoccupied orbital energy is -3.8223 eV. For the energy relative to the best compared isomer or geometry (same formula, charge and spin), the calculation gives 1.8990 eV. As for the HOMO energy: -12.27 eV. The SMILES is CC(C)[C@@]1(C)NC(=[NH2+])c2ccccc2O1.


Formula: C35H29I2N4O3RuS
Source: the OMol25 dataset
Level of theory: ωB97M-V/def2-TZVPD

Positions of all 75 atoms, in Å:
Ru  -0.5441  0.5361  1.3724
I  4.2299  5.1954  0.7472
C  2.4325  4.3331  1.3544
C  1.2384  4.7586  0.7989
C  0.0461  4.1450  1.1599
I  -1.7412  4.9430  0.4448
C  0.0154  3.0462  2.0275
O  -1.0457  2.3047  2.2759
C  1.2449  2.7103  2.6559
C  1.1604  1.6164  3.6756
N  0.8056  0.3119  3.0620
C  0.2407  -0.6069  4.0643
C  -0.5934  -1.6379  3.3647
C  -0.3519  -2.9940  3.4149
C  -1.1596  -3.8496  2.6755
C  -2.1970  -3.3139  1.9376
C  -2.3710  -1.9382  1.9438
N  -1.5775  -1.0999  2.6130
C  2.4297  3.3295  2.3172
H  1.2235  5.5762  0.0914
H  0.3379  1.8557  4.3507
H  2.0810  1.5388  4.2610
H  1.5982  -0.1192  2.5896
H  -0.4364  -0.0071  4.6754
H  0.9949  -1.0497  4.7191
H  0.4709  -3.3691  4.0080
H  -0.9745  -4.9156  2.6748
H  -2.8528  -3.9318  1.3402
H  -3.1822  -1.4824  1.3917
H  3.3489  3.0417  2.8154
O  1.6821  -1.2889  0.9480
S  1.7734  -0.6362  -0.3510
O  1.4956  -1.4505  -1.5059
N  0.8174  0.6447  -0.2375
C  0.3145  1.2297  -1.4076
C  0.9997  1.4924  -2.5652
C  0.3359  2.0900  -3.6579
C  -0.9900  2.4120  -3.6058
C  -1.7348  2.1333  -2.4353
C  -3.1177  2.3855  -2.2969
C  -3.7436  2.0739  -1.1246
C  -2.9993  1.5020  -0.0780
N  -1.7182  1.2265  -0.1840
C  -1.0724  1.5444  -1.3451
C  3.4536  -0.0939  -0.5030
C  4.2619  -0.6423  -1.4862
C  5.5823  -0.2232  -1.5830
C  6.0759  0.7357  -0.7107
C  5.2525  1.2851  0.2649
C  3.9359  0.8703  0.3692
H  2.0498  1.2439  -2.6462
H  0.9034  2.2989  -4.5558
H  -1.4850  2.8776  -4.4484
H  -3.6611  2.8348  -3.1192
H  -4.7967  2.2671  -0.9753
H  -3.4607  1.2665  0.8732
H  3.8532  -1.3846  -2.1579
H  6.2239  -0.6453  -2.3455
H  7.1034  1.0653  -0.7963
H  5.6315  2.0475  0.9328
H  3.2728  1.3114  1.1023
C  -2.1618  -1.7827  -1.2821
C  -2.6393  -2.9236  -1.9400
C  -4.0220  -3.1255  -2.1746
C  -4.4725  -4.2534  -2.8270
C  -3.5698  -5.2200  -3.2672
C  -2.2046  -5.0460  -3.0421
C  -1.7410  -3.9240  -2.3897
H  -2.8324  -1.0073  -0.9440
H  -1.0986  -1.6774  -1.1042
H  -4.7255  -2.3736  -1.8353
H  -5.5331  -4.3888  -2.9978
H  -3.9269  -6.1001  -3.7857
H  -1.5026  -5.7965  -3.3833
H  -0.6804  -3.7819  -2.2178

As for the spin multiplicity: 2. As for the expectation value of S²: 1.05. The value obtained for the lowest unoccupied orbital energy (alpha / beta) is -0.1180 / -0.4059 eV. For the energy relative to the best compared isomer or geometry (same formula, charge and spin), the calculation gives 2.7551 eV. As for the HOMO energy (alpha / beta): -7.13 / -7.07 eV.


Formula: C14H27F4NO4P
Source: the OMol25 dataset
Level of theory: ωB97M-V/def2-TZVPD

Positions of all 51 atoms, in Å:
N  7.4602  0.4018  -1.8140
C  5.9360  0.4722  -2.0453
O  5.4714  -0.4094  -2.9671
C  4.9976  1.5784  -1.2586
C  4.2126  2.4837  -2.3822
P  2.3932  2.7399  -1.7376
C  1.2097  1.3824  -2.3727
F  1.4077  1.2528  -3.8359
F  -0.1969  1.8136  -2.0994
C  1.3917  -0.0877  -1.6705
F  0.8645  -0.1457  -0.2605
F  2.7619  -0.6462  -1.7238
H  7.6270  -0.6437  -1.7103
H  7.8555  0.6217  -2.7629
H  5.6444  2.3182  -0.6019
H  4.2031  1.1057  -0.5387
H  4.6658  3.5769  -2.4347
H  4.1522  1.9625  -3.4469
H  1.9541  4.0042  -2.3433
H  2.3615  2.9615  -0.3112
H  0.6968  -0.8367  -2.2871
C  -3.3121  -2.3317  -2.1242
C  -1.9874  -2.5588  -2.8021
O  -0.9631  -2.0069  -2.4035
C  -1.9646  -3.4873  -3.9868
H  -3.1768  -1.6397  -1.2861
H  -4.0203  -1.8914  -2.8306
H  -3.6986  -3.2780  -1.7375
H  -2.6127  -3.0985  -4.7762
H  -2.2910  -4.4851  -3.6831
H  -0.9425  -3.5557  -4.3744
C  -5.2821  -0.5070  2.3451
C  -4.3790  -1.3064  1.4442
O  -4.6978  -1.5618  0.2841
C  -3.0706  -1.7811  2.0178
H  -6.1898  -0.2321  1.7974
H  -5.5656  -1.1067  3.2137
H  -4.7748  0.4074  2.6629
H  -3.2557  -2.4375  2.8717
H  -2.4650  -0.9234  2.3211
H  -2.5231  -2.3446  1.2547
C  -0.2147  0.7893  4.2132
C  -1.5238  1.2256  4.8148
O  -2.5974  0.8309  4.3629
C  -1.4684  2.1637  5.9908
H  -0.4087  0.1140  3.3730
H  0.3326  1.6599  3.8432
H  0.3783  0.2562  4.9607
H  -0.9769  3.0956  5.7000
H  -0.9312  1.6919  6.8174
H  -2.4874  2.3929  6.3204

As for the net charge: +1. The value obtained for the lowest unoccupied orbital energy is -4.1760 eV. For the energy relative to the best compared isomer or geometry (same formula, charge and spin), the calculation gives 4.9007 eV. As for the HOMO energy: -11.09 eV.


Formula: C35H24BrCl2F5NO5PtS
Source: the OMol25 dataset
Level of theory: ωB97M-V/def2-TZVPD

Positions of all 75 atoms, in Å:
Pt  2.4402  -0.5102  -1.0388
O  2.4711  0.0949  1.8779
S  1.2053  -0.6920  1.9737
C  1.1589  -1.2033  3.7076
C  0.0188  -1.8081  4.2182
C  -0.0193  -2.1689  5.5562
C  1.0728  -1.9099  6.3754
C  2.1996  -1.2870  5.8567
C  2.2463  -0.9269  4.5162
C  1.5916  -2.2908  1.2475
C  0.5649  -3.1450  0.8760
C  0.8765  -4.3182  0.2103
C  2.1992  -4.6097  -0.1106
C  3.2130  -3.7302  0.2361
C  2.9140  -2.5580  0.9258
H  -0.8339  -1.9879  3.5733
H  -0.9032  -2.6441  5.9627
H  1.0403  -2.1862  7.4218
H  3.0453  -1.0761  6.4991
H  3.1021  -0.4272  4.0803
H  -0.4655  -2.8664  1.0621
H  0.0846  -4.9911  -0.0936
H  2.4335  -5.5137  -0.6579
H  4.2373  -3.9383  -0.0441
H  3.6816  -1.8406  1.1973
F  4.8442  -1.5089  -1.8426
C  4.3821  -0.3514  -1.2303
F  5.0718  -0.2889  -0.0374
C  4.9496  0.8041  -2.0805
F  4.3432  0.8738  -3.2705
F  6.2704  0.6303  -2.3179
F  4.8210  1.9801  -1.4619
Cl  -1.8236  0.2610  0.7121
C  -3.4344  -0.3463  0.8435
C  -4.0791  -0.2926  2.0678
C  -5.3336  -0.8603  2.2320
C  -5.9435  -1.4874  1.1581
C  -5.3061  -1.5039  -0.0689
Cl  -6.1071  -2.2915  -1.4072
C  -4.0466  -0.9272  -0.2793
N  -3.4104  -0.9841  -1.5029
C  -2.7980  0.1552  -2.1024
C  -3.3260  1.4255  -1.8857
C  -2.7160  2.5422  -2.4279
C  -1.5807  2.3907  -3.2136
C  -1.0701  1.1244  -3.4366
C  -1.6632  -0.0100  -2.8859
C  -0.9880  -1.3444  -3.0852
C  0.3571  -1.3077  -2.3834
O  1.4153  -1.5844  -2.9791
O  0.3330  -0.9223  -1.1704
H  -3.5689  0.1803  2.8956
H  -5.8266  -0.8243  3.1938
H  -6.9147  -1.9522  1.2549
H  -3.8033  -1.6488  -2.1501
H  -4.2090  1.5305  -1.2657
H  -3.1177  3.5287  -2.2309
H  -1.0806  3.2575  -3.6264
H  -0.1586  1.0043  -4.0122
H  -0.8305  -1.5520  -4.1436
H  -1.5643  -2.1620  -2.6517
Br  -2.3424  6.1394  -0.6409
C  -0.6587  5.3827  -1.1197
C  0.2209  6.1334  -1.8824
C  1.4341  5.5642  -2.2466
C  1.7454  4.2656  -1.8659
C  0.8516  3.5348  -1.0939
C  -0.3577  4.1000  -0.7076
C  1.1457  2.1066  -0.6665
O  0.5143  1.6299  0.2656
O  2.0520  1.5504  -1.3877
H  -0.0391  7.1382  -2.1861
H  2.1342  6.1394  -2.8396
H  2.6731  3.7971  -2.1646
H  -1.0356  3.5155  -0.1010

As for the net charge: -1. The value obtained for the lowest unoccupied orbital energy (alpha / beta) is 2.2570 / 2.2570 eV. For the energy relative to the best compared isomer or geometry (same formula, charge and spin), the calculation gives 1.0429 eV. As for the HOMO energy (alpha / beta): -5.11 / -5.11 eV.


Look up the energy relative to the best compared isomer or geometry (same formula, charge and spin) of the second one.
2.7551 eV